15
Properties=species:S:1:pos:R:3:forces:R:3 method="wB97M-V/def2-TZVPD" largest_force_ha_per_bohr=0.0544 relative_energy_kcal_mol=15.0 homo_ev=-8.46 energy_ha=-631.56726 smiles="C[C@]12C=CC[C@H]1S2" spin_multiplicity=1
C 1.733552 -0.387377 -1.122160 0.13 -0.12 0.00
C 0.332291 -0.153814 -0.644049 -1.31 -1.85 1.64
C -0.217278 1.190908 -0.411163 -0.10 0.22 0.32
C -1.050987 1.240897 0.623113 0.16 0.06 0.05
C -1.201200 -0.075110 1.334305 -0.11 0.07 0.13
C -0.385181 -1.039350 0.515901 0.89 1.26 -1.99
S -0.972410 -1.329435 -1.163781 0.00 -0.15 -0.11
H 1.777141 -1.243585 -1.792548 0.07 0.03 0.04
H 2.403655 -0.573029 -0.282064 0.07 0.08 -0.01
H 2.088684 0.490436 -1.658021 0.08 0.04 -0.07
H 0.036784 2.012328 -1.057945 0.00 0.23 -0.10
H -1.608215 2.104085 0.941217 -0.08 0.24 -0.04
H -0.824557 -0.015428 2.359831 -0.02 0.01 0.01
H -2.255200 -0.362157 1.386202 0.05 -0.06 0.06
H 0.142922 -1.859368 0.971164 0.16 -0.06 0.05

58
Properties=species:S:1:pos:R:3:forces:R:3 method="wB97M-V/def2-TZVPD" largest_force_ha_per_bohr=0.1374 relative_energy_kcal_mol=42.3 total_charge=+1 homo_ev="-12.25 / -12.24" energy_ha=-4873.62849 spin_multiplicity=5
Co 0.215904 0.198251 -0.036645 1.33 0.46 0.04
C -1.054767 2.969301 -1.878099 -0.07 -0.20 0.08
C 0.407464 2.758786 -2.034968 0.16 0.32 -0.16
C 1.087415 3.474457 -3.023420 0.04 -0.03 0.07
C 2.446780 3.327613 -3.170747 -0.03 0.02 0.01
C 3.120840 2.484197 -2.303402 0.04 -0.10 0.07
C 2.401268 1.778187 -1.359979 -0.04 0.27 -0.32
N 1.064395 1.907859 -1.232627 -0.39 -0.53 0.17
C 3.056336 0.850045 -0.430062 0.16 -0.09 0.14
C 4.412991 0.571453 -0.430853 -0.01 0.05 -0.06
C 4.913955 -0.336404 0.487754 -0.05 0.00 0.06
C 4.059131 -0.928087 1.397100 -0.02 0.01 -0.07
C 2.712677 -0.602887 1.344421 0.16 0.01 0.02
N 2.244811 0.270155 0.454477 -0.22 -0.22 -0.05
C 1.711512 -1.119482 2.275976 -0.26 -0.26 0.29
C 1.928940 -2.222436 3.077622 0.09 0.14 -0.16
C 0.923797 -2.611366 3.944885 -0.03 -0.11 0.09
C -0.218644 -1.847598 4.029035 0.05 0.12 -0.10
C -0.386684 -0.755393 3.174820 0.06 -0.23 0.31
C -1.639414 0.043911 3.257595 0.08 -0.01 -0.18
N 0.554749 -0.436954 2.284878 -0.26 0.30 -0.44
H -1.386436 3.829023 -2.453199 0.04 0.02 -0.01
H -1.316620 3.115457 -0.832861 0.00 0.05 -0.01
H -1.598122 2.096370 -2.233141 -0.02 0.02 -0.04
H 0.532054 4.148299 -3.659561 -0.04 -0.03 0.01
H 2.983767 3.864828 -3.940473 0.00 0.03 0.02
H 4.192333 2.379930 -2.371962 -0.02 -0.03 -0.02
H 5.079447 1.038722 -1.138625 -0.04 0.01 -0.01
H 5.969615 -0.570046 0.495663 0.00 -0.02 0.00
H 4.424964 -1.629418 2.130895 0.00 0.02 0.01
H 2.840976 -2.792681 2.988453 -0.01 -0.01 0.02
H 1.037446 -3.502986 4.546657 0.02 0.04 0.05
H -0.999770 -2.083652 4.737821 -0.01 -0.02 -0.02
H -2.020738 0.055055 4.275958 0.01 0.00 0.02
H -2.389449 -0.428967 2.625024 -0.03 -0.02 0.05
H -1.475355 1.061603 2.915836 -0.02 0.00 0.05
F -5.316872 1.532086 0.716695 0.03 -0.02 0.00
C -4.087985 1.617647 1.176399 0.06 -0.19 0.08
F -4.037962 1.173332 2.418244 -0.09 0.01 -0.09
F -3.660507 2.872843 1.131546 -0.06 -0.04 0.03
S -2.974685 0.704807 -0.012252 -0.25 0.33 0.20
O -1.602419 1.053204 0.436368 0.17 -0.28 0.08
O -3.374635 1.229744 -1.275427 -0.13 0.30 -0.14
N -3.269760 -0.845351 0.147212 0.15 0.01 0.03
S -2.691367 -1.572637 -1.132270 -1.71 0.64 -0.05
O -1.559246 -0.781765 -1.649387 0.17 -0.18 -0.47
O -2.351946 -2.957939 -0.995005 -0.54 -0.06 0.40
C -4.064537 -1.498463 -2.426619 -0.27 -0.04 -0.16
F -3.682250 -0.748583 -3.439510 0.07 0.00 0.07
F -5.149596 -0.995504 -1.861751 0.11 -0.02 -0.07
F -4.307927 -2.726540 -2.835467 0.09 0.01 0.02
F 1.486714 -3.306315 -2.261713 -0.48 0.70 0.04
Te 0.068001 -2.491683 -1.293270 4.14 -5.72 0.10
F -0.709556 -2.762530 -2.989186 -0.26 0.48 0.79
F -0.634252 -1.840680 0.454105 -0.02 0.65 -0.82
F 1.426254 -2.837446 0.087232 -0.38 0.49 -0.40
F -0.279591 -4.276608 -0.810613 -0.67 0.97 -0.28
O 0.936556 -0.896774 -1.499570 -0.83 1.97 0.71

68
Properties=species:S:1:pos:R:3:forces:R:3 method="wB97M-V/def2-TZVPD" largest_force_ha_per_bohr=0.0281 relative_energy_kcal_mol=0.0 total_charge=+2 homo_ev=-13.90 energy_ha=-6063.25283 spin_multiplicity=1
C 1.088978 2.235147 -0.217680 -0.55 -0.30 0.16
C 0.103607 2.661238 -1.140579 -0.17 0.11 0.42
C -1.174912 2.327525 -0.646932 0.32 -0.03 0.81
H 0.289865 3.211433 -2.066931 -0.04 -0.34 0.37
C -1.012503 1.662060 0.625283 -0.14 0.39 -1.04
C 0.434556 1.575705 0.880155 0.29 -0.04 -0.70
H 0.892400 1.248752 1.815502 -0.15 0.28 -0.25
H 2.163133 2.420526 -0.277799 -0.40 -0.21 -0.08
H -2.139930 2.550810 -1.106907 0.47 -0.10 0.14
H -1.792862 1.496967 1.366859 0.25 0.01 -0.27
Sn -0.280725 -0.348201 -0.349595 0.21 0.50 0.26
C -1.428038 -2.663920 -4.872052 -0.53 -0.99 -0.38
H -2.154687 -2.087955 -4.261571 0.51 -0.43 -0.57
H -1.973985 -2.994135 -5.787230 0.47 0.15 0.65
H -0.560441 -2.081593 -5.222622 -0.36 0.00 0.16
Si -0.293636 -1.267126 -2.883190 -0.01 0.98 -0.26
C 1.467328 -1.179232 -3.483464 0.27 -0.27 0.65
C 2.198403 0.001561 -3.247935 0.26 -0.07 -0.25
H 1.718991 0.852180 -2.746184 0.21 -0.29 -0.25
C 3.527708 0.104722 -3.678779 -0.30 -0.03 -0.02
H 4.069151 1.040710 -3.525490 -0.11 -0.33 -0.06
C 4.134616 -0.970475 -4.339624 -0.17 0.09 0.12
H 5.154882 -0.869029 -4.721657 -0.38 -0.09 0.20
C 3.431181 -2.164538 -4.521990 -0.21 -0.09 -0.07
H 3.905855 -3.003498 -5.034749 -0.13 0.26 0.19
C 2.106172 -2.281089 -4.083422 0.13 0.39 -0.04
H 1.546773 -3.210993 -4.221638 0.31 0.23 -0.07
C -1.317259 0.106552 -3.718927 -0.35 -0.28 0.43
C -0.866293 0.707663 -4.910793 -0.17 -0.16 0.17
H 0.085043 0.393979 -5.360939 -0.37 0.25 0.23
C -1.665326 1.655818 -5.563621 0.03 -0.12 0.20
H -1.314186 2.096702 -6.497051 -0.11 -0.09 0.27
C -2.908940 2.019816 -5.035720 0.29 -0.25 0.18
H -3.527571 2.760556 -5.545673 0.20 -0.25 0.17
C -3.361462 1.415309 -3.856648 -0.05 -0.13 0.04
H -4.342204 1.675427 -3.456110 0.26 -0.05 -0.12
C -2.583423 0.455367 -3.204438 0.33 0.15 -0.46
H -2.970706 -0.058214 -2.315740 0.07 0.30 -0.23
H -0.684542 -2.621404 -2.304571 -0.01 0.80 -0.41
H -1.070634 -3.552963 -4.308825 -0.39 0.43 -0.56
C 1.952973 -3.535090 -0.685815 0.19 0.27 0.10
As 1.775797 -1.936470 0.422194 0.00 -0.48 0.60
C 3.539349 -1.125938 0.591070 -0.36 -0.32 0.08
C 1.316156 -2.774688 2.159092 -0.14 0.26 -0.84
C 2.339367 -3.366265 2.904532 -0.54 -0.03 0.32
C 2.027557 -4.041617 4.093378 -0.21 0.16 -0.33
C 0.690880 -4.133007 4.495411 -0.19 0.14 -0.02
C -0.343130 -3.540572 3.747368 0.32 -0.03 -0.13
C -0.029183 -2.869350 2.564323 -0.44 -0.09 -0.07
As -1.469165 -1.765445 1.631747 0.29 1.00 0.52
C -3.393124 -2.040107 1.132562 0.71 -1.24 0.18
C -1.856855 -0.583138 3.142412 0.23 -0.04 -0.20
H 2.255271 -3.243433 -1.697632 0.00 -0.15 0.28
H 0.983006 -4.042358 -0.709010 0.24 0.04 0.04
H 2.709806 -4.163426 -0.202808 -0.20 0.00 -0.24
H 3.465647 -0.324933 1.334272 0.14 -0.18 -0.18
H 4.232426 -1.908733 0.917479 0.04 0.35 -0.14
H 3.806654 -0.725449 -0.394240 0.04 -0.13 0.28
H 3.366102 -3.300060 2.550333 -0.15 -0.04 0.20
H 2.826455 -4.488981 4.691428 -0.37 0.12 -0.21
H 0.438691 -4.662284 5.414343 0.07 0.15 -0.23
H -1.385402 -3.576924 4.075933 0.43 -0.21 0.07
H -3.859294 -1.044798 1.060055 0.49 -0.31 0.10
H -3.413510 -2.568249 0.170518 -0.26 0.12 0.39
H -3.847715 -2.634071 1.936211 -0.14 0.18 -0.42
H -2.110243 -1.232139 3.990401 0.03 0.29 -0.16
H -0.970176 0.014030 3.376057 -0.25 -0.10 0.10
H -2.707219 0.053237 2.874861 0.22 -0.13 0.21

16
Properties=species:S:1:pos:R:3:forces:R:3 method="wB97M-V/def2-TZVPD" largest_force_ha_per_bohr=0.0900 relative_energy_kcal_mol=157.2 homo_ev="-7.08 / -8.14" energy_ha=-417.00540 spin_multiplicity=1
C 0.633194 2.192318 -0.026787 0.02 0.16 0.21
C 1.075168 -0.272475 -0.294195 -1.43 -1.82 1.86
N -2.406465 -1.236247 -0.021440 0.20 -0.07 0.44
C -0.178975 -1.265959 0.390377 4.62 -0.06 -0.18
C 0.526763 0.914907 -0.764288 0.06 0.96 -0.51
O 0.563833 -1.453480 -0.834453 -0.14 -0.10 -0.71
O 2.310554 -0.256844 0.316400 -0.09 -0.41 -0.40
N -1.340400 -0.619272 0.543350 -3.01 0.74 -0.51
H 2.526403 -1.158585 0.590028 -0.07 0.15 0.00
H -2.303522 -2.200829 -0.327676 0.00 0.12 0.01
H -3.285607 -1.013286 0.429352 0.13 0.04 -0.19
H 0.088671 -2.063603 1.099212 -0.21 0.30 -0.04
H -0.119329 0.855399 -1.630306 -0.09 -0.09 0.16
H 0.696969 3.039055 -0.711612 -0.06 0.05 0.06
H -0.273709 2.308923 0.586573 0.10 0.15 -0.08
H 1.486452 2.229975 0.655464 -0.05 -0.11 -0.15

71
Properties=species:S:1:pos:R:3:forces:R:3 method="wB97M-V/def2-TZVPD" largest_force_ha_per_bohr=0.0098 relative_energy_kcal_mol=20.7 homo_ev=-9.54 energy_ha=-1464.32076 smiles="O=COCCCOC(=O)CCOC=O.CCOCC.CCOCC.CCOCC" spin_multiplicity=1
O -3.578310 5.625543 2.615381 -0.07 0.30 0.01
C -3.047284 4.610071 2.314985 0.02 -0.27 -0.42
O -1.700295 4.425245 2.384566 -0.03 0.11 0.41
C -1.313922 3.263523 3.134119 0.02 -0.17 -0.29
C 0.083989 2.786143 2.701404 -0.04 0.01 0.22
C 0.819417 3.761837 1.787889 0.03 -0.11 0.15
O 1.856441 3.089217 1.048167 0.00 0.27 -0.05
C 1.598467 2.846324 -0.256256 -0.24 -0.11 0.07
O 2.474722 2.880391 -1.068019 0.26 -0.06 -0.13
C 0.178415 2.476550 -0.640478 0.06 0.01 0.02
C -0.372241 3.480412 -1.654435 0.04 -0.02 -0.34
O -1.808726 3.532060 -1.621098 0.00 0.02 0.50
C -2.443387 2.344528 -1.628803 0.07 -0.11 -0.35
O -3.341447 2.087722 -0.889901 -0.18 0.08 0.07
H -3.570046 3.745979 1.868194 0.01 -0.07 0.22
H -1.343834 3.518130 4.194851 0.02 0.04 -0.04
H -2.047470 2.469633 2.955481 0.01 0.01 0.06
H 0.002157 1.808016 2.222828 0.04 0.13 -0.12
H 0.695635 2.632656 3.592075 -0.03 -0.08 -0.03
H 1.322190 4.526904 2.378142 0.03 -0.01 -0.07
H 0.147010 4.278755 1.107536 -0.01 -0.06 0.03
H 0.250914 1.478139 -1.079511 -0.05 0.01 0.05
H -0.482401 2.421274 0.223523 0.00 0.03 -0.11
H -0.017566 3.254398 -2.662359 -0.03 -0.04 0.02
H -0.056348 4.494413 -1.416607 -0.06 0.00 0.00
H -2.094566 1.648108 -2.412655 0.13 0.02 0.11
C 3.431527 -2.909453 -1.290935 0.02 -0.01 0.11
C 2.810765 -1.548105 -1.547389 0.03 0.00 -0.06
O 2.055435 -1.051031 -0.453403 -0.05 0.03 0.02
C 2.781440 -0.865910 0.753596 0.00 0.03 0.05
C 3.922607 0.128546 0.634697 -0.01 0.00 -0.11
H 2.674463 -3.615269 -0.944547 -0.01 -0.01 -0.04
H 3.876294 -3.296651 -2.209008 -0.02 0.01 -0.02
H 4.217204 -2.869713 -0.535622 0.02 -0.02 -0.02
H 2.100884 -1.608002 -2.373228 -0.02 0.00 0.02
H 3.581553 -0.826317 -1.840031 0.00 0.01 0.02
H 3.140034 -1.825114 1.144003 -0.01 -0.02 -0.05
H 2.039181 -0.491629 1.461279 0.01 0.00 0.01
H 4.746576 -0.247238 0.026403 -0.01 -0.08 0.03
H 4.322013 0.359690 1.622925 -0.02 0.01 0.01
H 3.563890 1.046930 0.172851 0.08 0.06 0.06
C -5.952225 1.327367 -2.879143 -0.05 0.00 0.05
C -7.366014 1.555743 -3.385737 0.02 0.01 -0.04
O -8.372413 1.060106 -2.519548 -0.01 0.00 -0.01
C -8.398189 1.630170 -1.222238 -0.01 0.00 0.05
C -8.654475 3.127842 -1.209521 0.02 0.00 -0.06
H -5.803338 0.277530 -2.622111 0.01 0.00 -0.03
H -5.233112 1.602173 -3.653077 -0.01 0.00 -0.01
H -5.726846 1.923724 -1.995829 0.02 0.01 -0.01
H -7.519472 1.022620 -4.324385 -0.01 -0.01 0.01
H -7.526435 2.620293 -3.593471 0.00 0.00 0.02
H -7.473356 1.399502 -0.681053 0.01 0.01 -0.01
H -9.207443 1.111909 -0.707246 0.00 0.00 -0.01
H -7.816758 3.691680 -1.621945 0.01 0.00 0.02
H -8.806876 3.467897 -0.184441 0.00 -0.01 0.00
H -9.545873 3.366457 -1.791454 -0.01 0.00 0.02
C 6.343211 -6.159178 2.896955 0.03 -0.02 -0.06
C 5.194395 -5.417657 2.234795 -0.02 0.00 0.04
O 5.465628 -5.002179 0.907453 0.01 0.05 -0.01
C 5.733537 -6.038999 -0.020602 -0.02 -0.03 -0.06
C 4.578343 -7.007849 -0.210688 -0.02 0.02 0.07
H 7.264763 -5.580935 2.817989 -0.01 0.01 0.02
H 6.121191 -6.317674 3.952957 0.00 0.01 0.00
H 6.515325 -7.137519 2.446323 -0.01 -0.01 0.01
H 4.988016 -4.494912 2.777925 0.00 0.00 -0.01
H 4.280284 -6.021494 2.270798 0.01 -0.01 -0.01
H 6.645301 -6.580517 0.256093 -0.01 0.00 0.02
H 5.940334 -5.527204 -0.961001 0.00 0.03 0.02
H 4.402053 -7.617931 0.676259 0.01 -0.01 -0.01
H 4.794697 -7.684569 -1.038179 0.00 0.01 -0.01
H 3.660370 -6.463104 -0.436486 0.01 0.00 -0.03

37
Properties=species:S:1:pos:R:3:forces:R:3 method="wB97M-V/def2-TZVPD" largest_force_ha_per_bohr=0.0144 relative_energy_kcal_mol=7.0 homo_ev=-8.73 energy_ha=-1330.94857 smiles="CCCc1cc(=O)[nH]c(SCC(=O)NC(=O)OCC)n1" spin_multiplicity=1
C 3.293732 3.130889 -0.389196 0.01 -0.20 0.14
C 2.961374 1.730774 0.106995 -0.07 0.11 -0.15
C 2.130573 0.958172 -0.926153 0.24 -0.03 0.24
C 1.867247 -0.433282 -0.451203 0.23 -0.52 -0.40
C 2.463828 -1.526318 -0.998360 0.03 0.27 -0.09
C 2.216606 -2.850166 -0.492515 -0.14 0.12 0.16
O 2.669683 -3.898782 -0.890411 0.13 -0.27 -0.11
N 1.326138 -2.848267 0.602826 -0.08 -0.13 0.09
C 0.774439 -1.717581 1.086950 0.09 0.40 -0.04
S -0.320544 -1.877998 2.424841 0.00 -0.20 0.36
C -0.731015 -0.135993 2.751484 0.31 -0.42 0.19
C -0.502303 0.871426 1.643294 -0.53 0.19 0.26
O 0.181074 1.848602 1.817970 -0.06 0.26 0.05
N -1.336727 0.808564 0.531408 -0.28 0.52 -0.44
C -2.234975 -0.160720 0.147206 0.15 0.28 0.00
O -2.578274 -1.103604 0.805281 -0.32 -0.25 0.09
O -2.675578 0.127099 -1.084525 0.18 0.26 -0.07
C -3.663157 -0.753550 -1.631601 -0.39 -0.35 0.00
C -5.055734 -0.422351 -1.117449 0.41 0.04 -0.01
N 1.007345 -0.542882 0.601575 0.19 -0.44 0.23
H 3.855411 3.088502 -1.320534 0.06 0.06 -0.10
H 3.891663 3.658984 0.348976 0.06 0.13 0.02
H 2.382573 3.699040 -0.559966 -0.09 0.12 -0.04
H 2.389782 1.796202 1.032931 0.08 -0.08 0.02
H 3.883741 1.181058 0.307186 0.00 -0.05 0.04
H 1.181923 1.479042 -1.065171 -0.06 0.01 -0.09
H 2.659112 0.924528 -1.879933 -0.05 0.02 -0.04
H 3.142058 -1.439515 -1.830911 0.06 0.00 -0.09
H 1.104771 -3.745888 1.018173 0.09 0.07 -0.12
H -0.133581 0.181257 3.607417 -0.11 0.10 -0.20
H -1.790635 -0.147183 3.012092 0.05 0.01 -0.03
H -1.179706 1.548316 -0.143239 0.02 -0.11 0.17
H -3.594107 -0.607899 -2.711011 0.04 -0.05 0.14
H -3.398636 -1.784305 -1.375734 0.01 0.16 -0.12
H -5.783272 -1.062901 -1.606995 -0.11 -0.06 -0.05
H -5.298595 0.616487 -1.327240 -0.07 0.07 -0.04
H -5.106218 -0.589739 -0.044465 -0.05 -0.02 0.06